# 1
{
  "formula": "C35H33NO2SSe3Te2V",
  "method": "wB97M-V/def2-TZVPD",
  "species": ["V", "Se", "Se", "Te", "Se", "C", "C", "C", "C", "C", "C", "Te", "N", "C", "O", "C", "C", "C", "C", "C", "C", "C", "C", "C", "C", "C", "C", "C", "C", "C", "C", "H", "H", "H", "H", "H", "H", "H", "H", "H", "H", "H", "H", "H", "H", "H", "H", "H", "H", "H", "H", "H", "H", "H", "O", "S", "C", "C", "C", "C", "C", "C", "C", "C", "C", "C", "C", "C", "H", "H", "H", "H", "H", "H", "H", "H", "H", "H"],
  "positions_angstrom": [[-1.3961, 0.7450, 0.9950], [-1.5951, 1.5754, 3.1895], [-0.9486, 3.8484, 3.2228], [-1.8272, 4.5502, 0.9776], [-0.7264, 2.7465, -0.3369], [7.8875, -2.0208, -2.1910], [6.4827, -1.5982, -1.8816], [6.0023, -1.5990, -0.5817], [4.7048, -1.2052, -0.2745], [4.2865, -1.2117, 1.1666], [3.8643, -0.7892, -1.3085], [1.8220, -0.2266, -0.8797], [0.1079, -0.4920, 0.6130], [-0.5590, -1.4936, 1.1457], [-1.6495, -1.1776, 1.7361], [-0.2005, -2.9390, 1.1347], [-1.0993, -3.8286, 1.7175], [-0.8240, -5.1842, 1.7410], [0.3522, -5.6654, 1.1859], [1.2540, -4.7851, 0.6061], [0.9757, -3.4281, 0.5820], [2.4339, 1.3242, 0.4186], [2.2204, 1.2146, 1.7862], [2.5660, 2.2573, 2.6303], [3.1324, 3.4045, 2.1007], [3.3572, 3.4971, 0.7388], [3.0107, 2.4661, -0.1317], [3.2177, 2.6420, -1.6053], [4.3149, -0.7976, -2.6338], [3.4859, -0.3893, -3.8219], [5.6230, -1.1958, -2.8932], [8.4002, -2.3702, -1.2971], [8.4619, -1.1921, -2.6047], [7.9030, -2.8262, -2.9252], [6.6543, -1.9166, 0.2229], [4.8877, -1.9259, 1.7266], [3.2377, -1.4793, 1.3039], [4.4207, -0.2259, 1.6165], [-2.0082, -3.4339, 2.1499], [-1.5267, -5.8678, 2.1962], [0.5666, -6.7253, 1.2071], [2.1733, -5.1541, 0.1743], [1.6920, -2.7557, 0.1275], [1.7614, 0.3250, 2.1960], [2.3711, 2.1753, 3.6910], [3.3877, 4.2334, 2.7452], [3.7886, 4.3987, 0.3253], [3.6895, 3.6023, -1.8065], [2.2625, 2.6198, -2.1378], [3.8581, 1.8599, -2.0229], [2.4718, -0.0808, -3.5702], [3.4148, -1.2132, -4.5322], [3.9583, 0.4467, -4.3400], [5.9724, -1.1933, -3.9202], [-3.1835, 0.4871, 0.1019], [-4.0835, 1.6341, -0.3944], [-5.0612, 2.0350, 1.0344], [-5.2326, 1.0925, 2.0378], [-5.9903, 1.4409, 3.1420], [-6.5633, 2.7034, 3.2276], [-6.3718, 3.6343, 2.2201], [-5.6030, 3.3065, 1.1139], [-5.2822, 0.7289, -1.3539], [-6.3388, 1.4388, -1.9041], [-7.2643, 0.7669, -2.6810], [-7.1192, -0.5958, -2.9091], [-6.0501, -1.2834, -2.3599], [-5.1158, -0.6232, -1.5753], [-4.7538, 0.1248, 1.9620], [-6.1219, 0.7290, 3.9438], [-7.1477, 2.9682, 4.0970], [-6.7963, 4.6235, 2.3057], [-5.3979, 4.0418, 0.3456], [-6.4469, 2.5005, -1.7244], [-8.0957, 1.3064, -3.1105], [-7.8411, -1.1181, -3.5188], [-5.9367, -2.3428, -2.5398], [-4.2777, -1.1444, -1.1346]],
  "forces_ev_per_angstrom": [[-0.22, -0.31, -0.37], [-0.02, 0.25, 0.73], [-0.01, -0.10, -0.08], [-0.10, 0.03, 0.12], [0.33, 0.23, -0.48], [0.09, -0.05, -0.01], [-0.10, 0.04, -0.04], [0.00, 0.00, 0.04], [0.11, 0.00, 0.06], [0.04, -0.05, 0.15], [-0.10, -0.01, -0.13], [-0.13, 0.25, 0.06], [-0.02, 0.06, -0.22], [0.17, -0.22, 0.00], [-0.38, 0.17, 0.13], [0.08, -0.08, -0.02], [-0.03, 0.01, 0.02], [-0.02, -0.01, 0.01], [0.05, -0.02, -0.02], [-0.06, -0.05, 0.04], [0.12, 0.01, -0.06], [-0.04, -0.08, 0.09], [-0.05, 0.03, 0.04], [-0.05, -0.08, -0.01], [0.01, 0.00, -0.02], [0.00, -0.03, -0.04], [0.01, 0.08, 0.08], [0.05, -0.01, -0.16], [0.14, -0.09, -0.01], [-0.16, 0.07, -0.06], [-0.02, 0.00, 0.06], [0.02, -0.01, 0.03], [0.03, 0.04, -0.02], [0.00, -0.03, -0.03], [0.03, -0.02, 0.05], [0.02, -0.02, 0.05], [-0.01, -0.02, -0.03], [0.03, -0.05, -0.01], [0.02, -0.01, 0.00], [-0.03, -0.03, 0.02], [0.01, -0.03, 0.00], [0.06, -0.01, -0.03], [-0.04, -0.02, 0.04], [0.00, 0.05, -0.01], [0.00, 0.00, 0.01], [0.02, 0.05, 0.04], [0.03, 0.06, -0.02], [0.00, 0.02, -0.03], [0.00, -0.01, 0.02], [-0.03, 0.04, 0.03], [0.06, -0.02, 0.02], [-0.01, -0.02, -0.03], [0.01, 0.01, -0.02], [0.02, 0.00, -0.04], [0.11, 0.25, -0.04], [0.32, -0.28, 0.20], [-0.12, -0.05, -0.01], [0.00, 0.06, -0.07], [0.01, -0.02, 0.00], [0.01, -0.04, 0.02], [0.01, 0.02, -0.03], [0.04, 0.02, 0.00], [-0.07, 0.16, 0.02], [-0.04, 0.00, -0.04], [-0.01, -0.02, -0.01], [0.01, 0.04, 0.02], [-0.02, -0.08, -0.03], [0.03, -0.07, 0.05], [-0.01, 0.00, 0.00], [-0.01, -0.03, 0.04], [-0.03, 0.01, 0.05], [-0.03, 0.06, 0.00], [0.00, -0.02, -0.01], [0.02, 0.05, 0.02], [-0.05, 0.02, -0.03], [-0.05, -0.04, -0.04], [0.00, -0.05, -0.01], [0.01, 0.01, 0.00]],
  "e_tot_ha": -10641.31548,
  "relative_energy_kcal_mol": 3.8,
  "s2": 3.78,
  "total_charge": 0,
  "multiplicity": 4,
  "homo_lumo_gap_ev": [6.723, 5.604],
  "lumo_ev": [0.1, -1.1]
}



# 2
{
  "formula": "C3H8NO",
  "method": "wB97M-V/def2-TZVPD",
  "species": ["C", "N", "H", "H", "H", "H", "C", "C", "O", "H", "H", "H", "H"],
  "positions_angstrom": [[2.5336, -0.3610, -0.1429], [1.3264, -0.0275, -0.2559], [3.3436, 0.3080, 0.0408], [2.8015, -1.4058, -0.2000], [0.4955, -0.6325, -0.3111], [1.0459, 0.9510, -0.1919], [-1.6023, 1.1679, -0.0530], [-1.6386, -0.0561, 0.4650], [-1.4076, -1.1680, -0.2963], [-1.8863, 2.0541, 0.4890], [-1.3545, 1.2352, -1.1082], [-1.7541, -0.1350, 1.5282], [-1.9030, -1.9303, 0.0364]],
  "forces_ev_per_angstrom": [[0.23, -1.46, 0.02], [-0.71, 1.21, 0.26], [0.13, 0.88, -0.10], [-0.13, -0.24, 0.01], [0.33, -0.58, -0.31], [0.12, 0.01, 0.03], [0.22, -0.77, -0.77], [-0.31, 1.41, 0.23], [0.44, -0.18, 0.06], [0.29, -0.02, 0.24], [-0.36, 0.32, -0.11], [-0.45, -0.72, 0.42], [0.19, 0.13, 0.02]],
  "e_tot_ha": -248.78829,
  "relative_energy_kcal_mol": 29.9,
  "total_charge": 1,
  "homo_lumo_gap_ev": 8.218,
  "lumo_ev": -5.4
}



# 3
{
  "formula": "C16H25ClHfO",
  "method": "wB97M-V/def2-TZVPD",
  "species": ["C", "C", "C", "C", "Cl", "H", "H", "H", "H", "H", "H", "H", "H", "H", "C", "C", "C", "H", "C", "C", "H", "H", "H", "H", "C", "C", "C", "H", "C", "C", "H", "H", "H", "H", "Hf", "C", "C", "O", "H", "H", "H", "H", "H", "H"],
  "positions_angstrom": [[2.7586, 2.1212, -2.7095], [1.7472, 2.1786, -3.7922], [3.0608, 3.3547, -1.9442], [3.7535, 1.0217, -2.7166], [0.6677, 0.7105, -0.3252], [3.7421, 4.0254, -2.4916], [3.5487, 3.1347, -0.9936], [2.1614, 3.9366, -1.7377], [2.1581, 2.6065, -4.7206], [0.8942, 2.8018, -3.5205], [1.3741, 1.1873, -4.0539], [4.5769, 1.2135, -3.4228], [3.3091, 0.0719, -3.0171], [4.2170, 0.8856, -1.7386], [-3.2867, -0.0120, 2.0653], [-2.5269, 1.0064, 2.6819], [-2.0128, 1.8554, 1.6684], [-2.3782, 1.1255, 3.7414], [-2.4754, 1.3593, 0.4274], [-3.2568, 0.2157, 0.6718], [-3.7630, -0.3823, -0.0668], [-3.8256, -0.7969, 2.5677], [-1.3943, 2.7248, 1.8106], [-2.2226, 1.7593, -0.5384], [-0.0738, -2.3657, 2.6469], [-0.5759, -1.5002, 3.6392], [0.2550, -0.3567, 3.6858], [-1.4480, -1.6722, 4.2483], [1.2706, -0.5107, 2.7243], [1.0659, -1.7483, 2.0714], [1.6658, -2.1475, 1.2739], [-0.4632, -3.3357, 2.3901], [0.1266, 0.4922, 4.3366], [2.0391, 0.2048, 2.4907], [-0.8692, -0.3265, 1.4296], [-1.4940, -3.5133, -1.5018], [-1.3018, -2.1235, -0.9003], [-1.6214, -2.1690, 0.4610], [-0.8467, -4.2455, -0.9732], [-1.2239, -3.5021, -2.5780], [-2.5549, -3.8322, -1.3984], [-0.2365, -1.8453, -1.0130], [-1.9350, -1.3805, -1.4305], [-2.6056, -2.2274, 0.5521]],
  "forces_ev_per_angstrom": [[1.96, 1.33, -2.19], [-0.85, -0.58, 0.96], [-0.86, -0.59, 0.96], [-0.86, -0.56, 0.97], [-0.46, -0.29, 0.52], [-0.03, -0.38, -0.35], [0.14, -0.06, -0.11], [-0.01, 0.02, -0.18], [0.43, 0.03, 0.31], [0.12, 0.14, 0.00], [0.18, -0.02, -0.05], [-0.28, 0.43, -0.08], [-0.02, 0.08, -0.16], [0.07, 0.17, -0.03], [0.26, -0.04, 0.05], [0.16, 0.21, 0.12], [-0.11, -0.34, 0.18], [-0.04, 0.05, 0.08], [0.22, -0.10, -0.17], [0.15, 0.08, 0.07], [-0.10, 0.02, -0.18], [-0.09, -0.06, 0.13], [0.04, 0.10, 0.05], [-0.08, 0.10, -0.09], [0.42, 0.10, 0.33], [-0.37, -0.11, -0.31], [-0.18, 0.51, -0.24], [0.01, -0.06, 0.12], [-0.10, 0.01, -0.20], [-0.27, -0.03, -0.07], [0.16, -0.10, -0.06], [-0.04, -0.01, -0.01], [0.05, 0.01, 0.12], [0.13, 0.03, 0.05], [0.58, 0.37, 0.29], [-0.09, -0.26, -0.12], [0.48, -0.75, -2.95], [-1.59, 0.47, 1.54], [-0.42, 0.43, -0.38], [-0.22, -0.06, 0.64], [0.65, 0.13, -0.16], [-0.56, 0.07, 0.32], [0.43, -0.23, 0.32], [1.00, -0.24, -0.05]],
  "e_tot_ha": -1207.61717,
  "relative_energy_kcal_mol": 0.0,
  "total_charge": 2,
  "homo_lumo_gap_ev": 6.974,
  "lumo_ev": -8.2
}



# 4
{
  "formula": "C16H48O8",
  "method": "wB97M-V/def2-TZVPD",
  "species": ["C", "O", "H", "H", "H", "H", "C", "O", "H", "H", "H", "H", "C", "O", "H", "H", "H", "H", "C", "O", "H", "H", "H", "H", "C", "C", "C", "O", "H", "H", "H", "H", "H", "H", "H", "H", "C", "C", "C", "O", "H", "H", "H", "H", "H", "H", "H", "H", "C", "C", "C", "O", "H", "H", "H", "H", "H", "H", "H", "H", "C", "C", "C", "O", "H", "H", "H", "H", "H", "H", "H", "H"],
  "positions_angstrom": [[-1.3157, -0.9628, 5.5798], [-0.7903, -0.9012, 4.2774], [-0.4649, -1.0216, 6.2586], [-1.9232, -0.0903, 5.8444], [-1.9522, -1.8384, 5.7536], [-1.5361, -1.1057, 3.6945], [-1.1338, -1.4382, -4.1284], [-0.1372, -1.5216, -5.1894], [-1.9514, -0.7858, -4.4295], [-1.5303, -2.4464, -3.9956], [-0.5623, -1.0965, -3.2698], [-0.3379, -0.9516, -5.9317], [-2.1061, -1.9603, 0.4643], [-3.1994, -1.7723, 1.3863], [-2.4160, -2.6195, -0.3461], [-1.8994, -0.9924, -0.0027], [-1.1966, -2.2888, 0.9684], [-3.5082, -2.6348, 1.6776], [-0.2680, 1.9262, -2.6218], [-0.9124, 1.3805, -1.4503], [0.5790, 2.5374, -2.2893], [0.1430, 1.1131, -3.2189], [-1.0031, 2.5540, -3.1228], [-0.4792, 1.7621, -0.6757], [-3.2579, 1.9434, 1.3902], [-2.9518, 1.2713, 2.7129], [-2.8181, 2.2801, 3.8140], [-4.0419, 0.4127, 3.0789], [-3.4476, 1.1943, 0.6147], [-2.4744, 2.6235, 1.0577], [-4.2149, 2.4614, 1.4895], [-2.0819, 0.6079, 2.7147], [-3.8086, 2.6727, 4.0477], [-2.1831, 3.1064, 3.4820], [-2.3561, 1.8809, 4.7157], [-3.9411, -0.3614, 2.5000], [2.9064, -0.3461, 1.3988], [2.2093, 0.1545, 0.1496], [1.8201, -0.9507, -0.8061], [1.0181, 0.8759, 0.4643], [2.2352, -0.9783, 1.9869], [3.2021, 0.4779, 2.0470], [3.7766, -0.9584, 1.1513], [2.8797, 0.8578, -0.3514], [0.9722, -1.5233, -0.4162], [2.6487, -1.6489, -0.9395], [1.4543, -0.5320, -1.7430], [0.4100, 0.3081, 0.9470], [-0.8727, -5.7617, -1.8286], [0.4594, -5.2177, -1.3618], [1.0122, -4.2785, -2.3745], [0.2152, -4.4562, -0.1357], [-1.6172, -4.9735, -1.7730], [-1.1798, -6.6303, -1.2450], [-0.7624, -6.1075, -2.8611], [1.1784, -6.0051, -1.1209], [1.0973, -4.7344, -3.3620], [2.0044, -3.8882, -2.1380], [0.3843, -3.3876, -2.4544], [0.1632, -5.0925, 0.5856], [3.7805, 4.8926, -2.1007], [2.8831, 5.2985, -0.9538], [3.0022, 4.3566, 0.2359], [3.1761, 6.6516, -0.5739], [3.5986, 5.5867, -2.9260], [3.5430, 3.8876, -2.4570], [4.8491, 4.9724, -1.8836], [1.8725, 5.3269, -1.3647], [2.5884, 3.3792, -0.0559], [2.4608, 4.6738, 1.1209], [4.0587, 4.1816, 0.4593], [4.0512, 6.6510, -0.1707]],
  "forces_ev_per_angstrom": [[-0.07, -0.03, 0.86], [-0.50, -0.26, -0.60], [-0.09, 0.04, 0.07], [0.13, 0.07, -0.13], [0.16, -0.06, -0.14], [0.30, 0.14, -0.08], [0.98, -0.24, -1.41], [-0.16, -0.27, 0.35], [0.04, 0.20, 0.37], [0.01, 0.09, 0.27], [-0.61, 0.09, 0.39], [-0.29, 0.12, 0.09], [-0.38, 0.63, -0.09], [0.36, -0.03, -0.07], [0.26, -0.27, 0.11], [-0.11, 0.01, 0.18], [-0.10, -0.31, -0.08], [0.04, -0.02, -0.04], [-0.02, 0.01, 1.50], [-0.05, 0.20, -0.48], [-0.07, 0.10, -0.29], [-0.28, 0.07, -0.31], [0.23, -0.12, -0.46], [0.08, -0.36, -0.19], [-0.31, -0.55, -0.32], [-0.45, -0.48, 0.41], [0.39, 0.59, 0.17], [0.03, -0.29, -0.20], [0.30, 0.03, -0.03], [-0.02, 0.03, 0.01], [0.18, 0.28, 0.12], [0.39, 0.48, -0.51], [0.03, 0.04, 0.07], [-0.08, 0.02, 0.04], [-0.17, -0.16, 0.02], [-0.23, 0.14, 0.12], [-0.17, -0.23, 0.27], [-0.32, -0.28, 0.03], [-0.05, -0.35, 0.02], [0.31, 0.89, 0.34], [-0.08, -0.05, -0.06], [0.09, 0.05, -0.09], [0.03, 0.16, -0.03], [-0.20, 0.14, -0.03], [0.15, -0.06, 0.25], [-0.07, 0.05, -0.35], [0.31, -0.04, -0.17], [0.10, -0.22, 0.07], [0.39, -0.76, -0.38], [-0.55, 0.36, 1.06], [0.71, 0.97, -0.52], [0.43, -0.30, -0.35], [-0.12, 0.02, -0.05], [-0.18, 0.13, 0.15], [-0.23, 0.05, 0.03], [-0.06, -0.11, -0.17], [-0.16, -0.07, 0.06], [0.01, -0.21, 0.27], [-0.20, -0.15, -0.08], [-0.03, 0.10, -0.01], [-0.01, 0.18, -0.68], [0.37, 0.36, 0.28], [-0.19, -0.73, -0.66], [-0.17, -0.17, -0.01], [0.00, -0.10, -0.02], [0.13, -0.03, 0.07], [-0.07, -0.19, 0.29], [-0.16, 0.04, 0.37], [0.09, 0.14, 0.14], [0.02, 0.27, 0.03], [-0.04, 0.14, 0.19], [-0.01, 0.04, 0.00]],
  "e_tot_ha": -1240.22354,
  "relative_energy_kcal_mol": 53.0,
  "total_charge": 0,
  "homo_lumo_gap_ev": 10.085,
  "lumo_ev": 0.4,
  "smiles": "CC(C)O.CC(C)O.CC(C)O.CC(C)O.CO.CO.CO.CO"
}



# 5
{
  "formula": "CHPS3",
  "method": "wB97M-V/def2-TZVPD",
  "species": ["C", "P", "S", "S", "S", "H"],
  "positions_angstrom": [[0.9873, -0.4670, 0.4065], [-0.6590, -0.8533, -0.2210], [1.6546, 0.1151, 1.7239], [1.2562, -1.0296, -1.1990], [-0.9625, 1.1637, -0.4134], [-2.2766, 1.0711, -0.2970]],
  "forces_ev_per_angstrom": [[-0.04, -1.12, 0.20], [0.46, -0.42, 0.22], [0.51, 0.15, 0.14], [0.21, 0.11, -0.06], [-0.52, 1.21, -0.33], [-0.61, 0.08, -0.17]],
  "e_tot_ha": -1574.59515,
  "relative_energy_kcal_mol": 0.0,
  "total_charge": 0,
  "homo_lumo_gap_ev": 7.948,
  "lumo_ev": -0.6,
  "smiles": "S=C1SP1S"
}